No. 1
C5H9N3 as an isolated structure, computed with wB97M-V/def2-TZVPD.

total energy = -9797.56851 eV
E_HOMO = -9.34 eV
strongest force on any atom = 2.2 eV Å⁻¹
energy relative to the best compared isomer or geometry (same formula, charge and spin) = 3.898 eV
gap between HOMO and LUMO = 8.244 eV

```
! RIJCOSX wB97M-V def2-TZVPD def2/J DEFGRID3
* xyz 0 1
C 0.782 -0.454 0.110
C 0.413 1.459 1.702
C 0.516 -1.826 -0.415
C -0.086 0.344 0.822
N -1.892 -0.135 -0.422
N -1.437 0.286 0.698
C 0.001 0.603 -2.159
N 0.874 1.080 -2.744
H 1.833 -0.196 0.190
H -2.913 -0.114 -0.425
H -1.096 0.236 -1.448
H 0.597 2.356 1.105
H -0.348 1.703 2.442
H 1.340 1.190 2.206
H -0.542 -2.079 -0.409
H 1.086 -2.539 0.188
H 0.872 -1.913 -1.442
*
```

Löwdin population analysis, charges in e, atoms 1 to 5: C -0.087; C -0.041; C -0.092; C -0.372; N 0.034

---

No. 2
One molecule with the formula C4H5NO, computed with wB97M-V/def2-TZVPD.

total energy = -7763.26833 eV
E_HOMO (spin up / spin down) = -8.62 / -8.62 eV
strongest force on any atom = 4.0 eV Å⁻¹
energy relative to the best compared isomer or geometry (same formula, charge and spin) = 3.258 eV
gap between HOMO and LUMO (spin up / spin down) = 8.449 / 8.448 eV

```
! RIJCOSX wB97M-V def2-TZVPD def2/J DEFGRID3
* xyz 0 1
C 0.134 -0.021 -0.088
C 0.230 1.152 -0.937
C 0.048 1.094 2.045
C 0.045 -1.546 -0.441
N -0.089 0.357 1.143
O 0.127 2.341 -0.545
H 0.241 0.873 -2.013
H -0.875 1.481 2.398
H 1.013 -2.118 -0.282
H -0.253 -1.571 -1.503
H -0.621 -2.043 0.223
*
```

Löwdin population analysis, charges in e, atoms 1 to 5: C -0.264; C -0.220; C 0.116; C -0.027; N 0.001

---

No. 3
A 5-piece molecular cluster, C4H17NO3 overall, computed with wB97M-V/def2-TZVPD.

total energy = -12049.57794 eV
E_HOMO = -8.17 eV
strongest force on any atom = 1.8 eV Å⁻¹
energy relative to the best compared isomer or geometry (same formula, charge and spin) = 7.168 eV
gap between HOMO and LUMO = 3.446 eV

```
! RIJCOSX wB97M-V def2-TZVPD def2/J DEFGRID3
* xyz 0 1
C 1.712 -0.580 0.413
C 1.480 0.321 1.693
N 0.794 1.465 1.410
C -3.335 -0.466 -0.713
C 1.285 2.617 2.050
H 0.763 -0.855 -0.014
H 2.262 0.008 -0.276
H 2.297 -1.428 0.713
H 2.422 0.466 2.135
H 0.817 -0.245 2.377
H -4.338 -0.135 -0.379
H -2.715 -1.007 -0.014
H -3.494 -1.107 -1.576
H 0.640 3.473 1.857
H 1.347 2.447 3.132
H 2.323 2.880 1.774
H 0.169 0.588 -1.623
H 0.749 -1.721 -2.643
O 0.104 -1.261 -2.125
H -0.967 -3.728 -0.645
H -0.728 -2.274 -1.130
O -1.306 -2.832 -0.575
H -2.820 0.463 -0.984
H 0.190 1.536 -0.411
O 0.106 1.501 -1.348
*
```

Löwdin population analysis, charges in e, atoms 1 to 5: C 0.003; C -0.241; N 0.101; C -0.053; C -0.066

---

No. 4
One molecule with the formula C6H8Cl2N2, computed with wB97M-V/def2-TZVPD.

total energy = -34374.72496 eV
E_HOMO = -8.52 eV
strongest force on any atom = 7.7 eV Å⁻¹
structure (SMILES) = CC1=C(Cl)C=NC[C@@]1(N)Cl
energy relative to the best compared isomer or geometry (same formula, charge and spin) = 1.179 eV
gap between HOMO and LUMO = 8.371 eV

```
! RIJCOSX wB97M-V def2-TZVPD def2/J DEFGRID3
* xyz 0 1
C 2.054 -1.696 -0.582
C 2.108 -0.404 0.048
C 0.842 0.273 0.404
C -0.400 -1.789 -0.662
C -0.395 -0.617 0.287
C 0.793 1.669 0.719
N 0.965 -2.179 -1.037
N -1.334 0.172 -0.269
Cl 3.609 0.311 0.236
Cl -0.817 -1.349 1.976
H 3.006 -2.241 -0.764
H -0.757 -2.734 -0.306
H -0.932 -1.697 -1.619
H 1.844 1.997 0.811
H 0.263 1.743 1.700
H 0.429 2.354 0.022
H -1.407 1.122 -0.038
H -2.215 -0.248 -0.495
*
```

Löwdin population analysis, charges in e, atoms 1 to 5: C -0.207; C -0.623; C -0.246; C -0.210; C -0.793

---

No. 5
One molecule with the formula C3H6O3, computed with wB97M-V/def2-TZVPD.

total energy = -9349.08067 eV
E_HOMO = -10.49 eV
strongest force on any atom = 0.8 eV Å⁻¹
structure (SMILES) = O=CCOCO
energy relative to the best compared isomer or geometry (same formula, charge and spin) = 2.236 eV
gap between HOMO and LUMO = 10.621 eV

```
! RIJCOSX wB97M-V def2-TZVPD def2/J DEFGRID3
* xyz 0 1
O 1.391 0.333 1.109
C 0.182 0.460 1.161
C -0.783 -0.653 0.706
O -0.818 -0.793 -0.701
C -0.002 0.185 -1.314
O 1.314 -0.186 -1.411
H 1.657 -0.198 -0.489
H -0.110 1.091 -0.670
H -0.246 1.384 1.588
H -1.798 -0.443 1.067
H -0.417 -1.577 1.170
H -0.400 0.414 -2.301
*
```

Löwdin population analysis, charges in e, atoms 1 to 5: O 0.040; C -0.219; C -0.150; O -0.084; C -0.317

---

No. 6
One molecule with the formula C4H9FO, computed with wB97M-V/def2-TZVPD.

total energy = -9057.08095 eV
E_HOMO = -10.20 eV
strongest force on any atom = 4.2 eV Å⁻¹
structure (SMILES) = COC[C@H](C)F
energy relative to the best compared isomer or geometry (same formula, charge and spin) = 1.577 eV
gap between HOMO and LUMO = 11.280 eV

```
! RIJCOSX wB97M-V def2-TZVPD def2/J DEFGRID3
* xyz 0 1
C 2.571 0.005 0.123
C 0.379 -0.409 0.330
C -0.918 -0.092 -0.353
C -1.518 1.313 0.143
H 2.465 -1.021 0.320
H 2.560 0.521 1.162
H 3.455 0.343 -0.552
H 0.506 -1.514 0.184
H 0.259 0.093 1.302
H -0.751 -0.154 -1.361
H -2.529 1.357 -0.101
H -1.218 2.244 -0.349
H -1.525 1.300 1.217
O 1.289 0.245 -0.457
F -1.847 -1.115 0.042
*
```

Löwdin population analysis, charges in e, atoms 1 to 5: C -0.087; C -0.258; C -0.281; C -0.003; H 0.047

---

No. 7
One molecule with the formula C3H7N3S2, computed with wB97M-V/def2-TZVPD.

total energy = -29361.62172 eV
E_HOMO = -9.00 eV
strongest force on any atom = 7.4 eV Å⁻¹
structure (SMILES) = [H]/N=C(/N)N(S)CC=S
energy relative to the best compared isomer or geometry (same formula, charge and spin) = 4.005 eV
gap between HOMO and LUMO = 8.320 eV

```
! RIJCOSX wB97M-V def2-TZVPD def2/J DEFGRID3
* xyz 0 1
C 0.806 0.706 -0.041
C -0.864 -0.967 0.222
C -2.146 -0.222 -0.561
H 2.774 0.705 -0.938
H 2.006 2.153 -0.448
H -0.904 1.358 0.503
H 1.796 -1.361 1.228
H -0.864 -0.454 1.288
H -1.315 -2.044 0.556
H -1.882 0.299 -1.571
N 2.230 1.035 -0.136
N 0.114 1.601 0.338
N 0.334 -0.635 -0.344
S 1.616 -1.804 -0.081
S -3.699 -0.372 -0.015
*
```

Löwdin population analysis, charges in e, atoms 1 to 5: C -0.649; C -0.390; C -0.634; H 0.047; H 0.170

---

No. 8
One molecule with the formula C4H5N3O2, computed with wB97M-V/def2-TZVPD.

total energy = -12791.03739 eV
E_HOMO = -9.70 eV
strongest force on any atom = 5.6 eV Å⁻¹
structure (SMILES) = CN/N=C(\C#N)C(=O)O
energy relative to the best compared isomer or geometry (same formula, charge and spin) = 4.837 eV
gap between HOMO and LUMO = 9.788 eV

```
! RIJCOSX wB97M-V def2-TZVPD def2/J DEFGRID3
* xyz 0 1
C -0.581 -1.239 1.623
C 0.414 0.274 -0.581
C 1.660 -0.381 0.038
C 0.728 1.328 -1.581
H 0.279 -1.748 1.102
H -0.022 -0.592 2.442
H -1.349 -2.026 1.875
H -2.314 0.020 0.989
H -0.498 2.403 -2.801
N -1.326 -0.520 0.622
N -0.765 0.289 -0.224
N 2.415 -1.140 0.471
O -0.499 1.670 -2.044
O 1.858 1.663 -1.932
*
```

Löwdin population analysis, charges in e, atoms 1 to 5: C -0.117; C -0.209; C -0.128; C -0.472; H 0.057

---

No. 9
C18H51InN3Na4O14PS as an isolated structure, computed with wB97M-V/def2-TZVPD.

total energy = -95584.99167 eV
E_HOMO = -13.27 eV
strongest force on any atom = 4.7 eV Å⁻¹
gap between HOMO and LUMO = 3.980 eV

```
! RIJCOSX wB97M-V def2-TZVPD def2/J DEFGRID3
* xyz 2 1
In -0.383 1.488 1.624
Na 1.940 0.963 -1.993
Na -3.140 -1.402 -0.450
Na -2.377 1.428 -2.334
Na 1.239 -2.487 -0.014
P -0.438 -0.482 -1.239
O 0.884 -1.060 -1.740
O -0.640 -0.992 0.222
O -1.658 -0.806 -2.135
O -0.226 1.094 -1.209
S -3.777 1.853 0.452
O -4.860 2.192 1.356
O -3.024 0.636 0.820
O -4.137 1.802 -0.954
O -2.736 2.951 0.624
C -2.924 1.747 5.301
C -1.970 1.153 4.269
C -2.061 -0.348 4.171
O -1.049 -0.780 3.302
C -0.843 -2.169 3.153
N -2.209 1.696 2.946
H -3.948 1.599 4.948
H -2.739 2.814 5.413
H -2.879 1.245 6.267
H -0.944 1.301 4.636
H -3.057 -0.679 3.851
H -1.808 -0.785 5.145
H 0.109 -2.236 2.620
H -1.604 -2.644 2.537
H -0.616 -2.679 4.092
H -2.720 2.579 2.977
H -2.795 1.096 2.361
C 4.522 -1.768 -0.032
C 3.981 -1.699 1.414
C 4.961 -1.329 2.517
O 6.147 -2.031 2.416
C 7.266 -1.415 3.012
N 2.660 -1.016 1.495
H 4.903 -2.736 -0.331
H 5.324 -1.026 -0.110
H 3.704 -1.449 -0.688
H 3.842 -2.779 1.586
H 4.479 -1.506 3.490
H 5.135 -0.241 2.414
H 8.011 -2.108 3.388
H 6.929 -0.822 3.874
H 7.759 -0.672 2.378
H 2.843 -0.161 0.957
H 2.716 -0.617 2.439
C 0.566 5.335 4.211
C -0.003 4.540 3.043
C 0.675 4.941 1.752
O 0.107 4.176 0.748
C 0.619 4.585 -0.518
N 0.152 3.077 3.230
H 0.352 6.399 4.104
H 1.631 5.159 4.352
H 0.019 5.062 5.117
H -1.038 4.832 2.869
H 1.774 4.975 1.793
H 0.473 6.013 1.638
H 1.676 4.298 -0.599
H 0.572 5.656 -0.726
H -0.005 4.069 -1.247
H 1.117 2.826 3.446
H -0.360 2.618 3.979
C -3.686 -4.974 -3.172
C -2.375 -4.218 -3.209
O -2.407 -3.253 -2.134
H -3.701 -5.339 -2.140
H -3.686 -5.809 -3.869
H -4.592 -4.383 -3.283
H -2.242 -3.666 -4.145
H -1.494 -4.847 -3.068
H -1.829 -2.513 -2.369
C -2.876 -0.371 -6.886
C -2.371 -1.067 -5.642
O -2.030 -0.123 -4.620
H -3.272 -1.158 -7.534
H -2.001 0.009 -7.415
H -3.640 0.392 -6.776
H -1.528 -1.712 -5.912
H -3.133 -1.716 -5.190
H -1.884 -0.632 -3.810
C 1.683 -2.416 -6.220
C 0.999 -2.156 -4.900
O 2.002 -2.086 -3.872
H 0.935 -2.511 -7.010
H 2.307 -3.307 -6.214
H 2.311 -1.563 -6.476
H 0.249 -2.916 -4.658
H 0.566 -1.149 -4.862
H 1.577 -1.791 -3.045
*
```

Löwdin population analysis, charges in e, atoms 1 to 5: In 1.381; Na 0.679; Na 0.579; Na 0.544; Na 0.563

---

No. 10
C9H4I2NORuSe3Te as an isolated structure, computed with wB97M-V/def2-TZVPD.

total energy = -235044.77148 eV
<S²> = 6.0381
E_HOMO (spin up / spin down) = -11.11 / -11.17 eV
strongest force on any atom = 0.3 eV Å⁻¹
energy relative to the best compared isomer or geometry (same formula, charge and spin) = 0.000 eV
gap between HOMO and LUMO (spin up / spin down) = 6.860 / 4.694 eV

```
! RIJCOSX wB97M-V def2-TZVPD def2/J DEFGRID3
* xyz 1 5
Ru 0.033 0.148 -0.017
Se 2.348 -0.221 0.042
Se 3.633 1.682 0.531
Te 2.263 3.475 -0.391
Se -0.016 2.574 -0.141
I -0.090 -5.026 0.070
C -1.623 -3.644 0.032
C -2.967 -4.084 0.033
C -4.016 -3.201 0.015
I -5.954 -3.945 0.027
C -3.767 -1.795 -0.008
C -4.747 -0.784 -0.020
C -4.373 0.537 -0.033
C -3.017 0.864 -0.041
N -2.067 -0.056 -0.036
C -2.426 -1.376 -0.013
C -1.349 -2.295 0.011
O -0.114 -1.788 0.013
H -3.159 -5.146 0.052
H -5.794 -1.058 -0.014
H -5.108 1.328 -0.037
H -2.700 1.900 -0.053
*
```

Löwdin population analysis, charges in e, atoms 1 to 5: Ru 0.736; Se 0.172; Se -0.023; Te 0.564; Se -0.036

---

No. 11
C16H20N2O4PtS as an isolated structure, computed with wB97M-V/def2-TZVPD.

total energy = -42148.93659 eV
<S²> = 6.0308
E_HOMO (spin up / spin down) = -14.94 / -14.87 eV
strongest force on any atom = 3.0 eV Å⁻¹
gap between HOMO and LUMO (spin up / spin down) = 9.608 / 5.076 eV

```
! RIJCOSX wB97M-V def2-TZVPD def2/J DEFGRID3
* xyz 2 5
Pt -1.620 -0.926 -1.602
N -1.990 1.228 -1.740
C -3.216 1.803 -2.302
C -3.435 1.456 -3.745
C -3.960 -0.155 -3.896
O -5.018 -0.184 -4.430
O -3.126 -0.915 -3.438
H -1.862 1.525 -0.760
H -1.188 1.571 -2.273
H -3.161 2.903 -2.261
H -4.070 1.513 -1.684
H -2.528 1.457 -4.349
H -4.222 2.048 -4.204
S -0.671 -5.313 -0.866
C -1.498 -5.091 -2.350
C -1.770 -3.779 -2.555
N -1.337 -2.961 -1.551
C -0.738 -3.636 -0.597
H -1.742 -5.921 -2.985
H -2.279 -3.358 -3.403
H -0.312 -3.162 0.266
C 4.724 1.344 4.042
C 3.574 1.098 3.152
C 3.251 1.995 2.125
C 2.097 1.849 1.370
C 1.737 2.875 0.357
C 1.330 0.684 1.573
C 1.580 -0.206 2.636
C 0.686 -1.366 2.903
C 2.740 -0.012 3.369
C 0.182 0.387 0.601
O -0.726 1.207 0.708
O 0.254 -0.595 -0.159
H 5.120 2.352 3.942
H 5.525 0.639 3.779
H 4.484 1.137 5.085
H 3.897 2.838 1.933
H 2.541 3.594 0.229
H 0.841 3.409 0.676
H 1.519 2.405 -0.600
H -0.362 -1.077 2.870
H 0.898 -1.817 3.868
H 0.854 -2.118 2.132
H 2.993 -0.726 4.137
*
```

Löwdin population analysis, charges in e, atoms 1 to 5: Pt 1.382; N -0.093; C -0.214; C 0.017; C -0.564

---

No. 12
A 15-piece molecular cluster, C4H38O15 overall, computed with wB97M-V/def2-TZVPD.

total energy = -35477.26462 eV
E_HOMO = -10.71 eV
strongest force on any atom = 5.6 eV Å⁻¹
energy relative to the best compared isomer or geometry (same formula, charge and spin) = 2.965 eV
gap between HOMO and LUMO = 10.923 eV

```
! RIJCOSX wB97M-V def2-TZVPD def2/J DEFGRID3
* xyz 0 1
C 2.367 1.529 -1.522
C 1.253 0.506 -1.332
C -0.028 1.072 -1.885
C -1.039 -0.084 -2.258
O 0.211 1.844 -3.073
H 1.980 2.490 -1.147
H 2.585 1.703 -2.608
H 3.253 1.165 -0.984
H 1.731 -0.432 -1.766
H 1.065 0.195 -0.302
H -0.389 1.881 -1.152
H -2.087 -0.034 -1.977
H -0.962 -0.373 -3.334
H -0.733 -1.089 -1.911
H 0.989 1.428 -3.580
H -0.130 3.847 0.036
H 0.025 4.218 1.629
O 0.093 3.470 1.026
H -4.631 0.243 0.146
H -3.208 0.314 -0.112
O -4.033 -0.004 -0.478
H -0.208 3.506 -2.350
H -1.355 4.460 -1.767
O -0.548 3.990 -1.560
H -1.426 1.812 0.561
H -1.885 0.796 1.664
O -1.985 1.121 0.735
H 0.925 -3.487 2.854
H 2.416 -2.828 2.670
O 1.848 -3.736 2.638
H 4.044 -2.364 -0.321
H 3.136 -1.504 0.572
O 3.436 -1.637 -0.381
H 0.741 1.348 2.696
H 1.524 1.892 1.550
O 1.622 1.308 2.301
H -0.237 -1.486 1.886
H -1.539 -2.132 2.024
O -0.774 -1.911 2.569
H -2.414 -2.585 -0.183
H -3.324 -1.977 0.818
O -2.448 -2.262 0.695
H 3.403 -1.032 2.848
H 2.111 -0.441 2.298
O 2.729 -1.189 2.248
H -2.893 2.419 -2.946
H -1.527 2.539 -3.266
O -2.249 3.068 -3.223
H 1.697 -2.712 -0.016
H 1.304 -3.916 0.594
O 1.019 -3.404 -0.073
H -1.155 -4.410 -1.855
H -0.503 -3.597 -0.729
O -1.319 -3.722 -1.232
H -0.769 0.334 4.795
H -0.793 -0.499 3.591
O -0.917 0.348 3.878
*
```

Löwdin population analysis, charges in e, atoms 1 to 5: C -0.088; C -0.236; C -0.400; C -0.012; O -0.134

---

No. 13
C3H6N3O5S2Zn as an isolated structure, computed with wB97M-V/def2-TZVPD.

total energy = -87990.74163 eV
E_HOMO = -12.01 eV
strongest force on any atom = 2.6 eV Å⁻¹
gap between HOMO and LUMO = 2.733 eV

```
! RIJCOSX wB97M-V def2-TZVPD def2/J DEFGRID3
* xyz 1 1
C -1.991 1.355 -1.052
N -2.241 0.401 0.025
C -1.715 -0.912 -0.121
S -0.191 -1.142 0.858
O -0.546 -1.199 2.246
O 0.553 -2.253 0.315
N 0.606 0.292 0.535
S 1.900 0.564 1.370
O 2.074 1.920 1.743
O 2.424 -0.481 2.182
N 3.002 0.468 -0.180
C 2.402 -0.256 -1.056
O 1.983 -0.991 -1.815
H -2.923 1.838 -1.342
H -1.543 0.877 -1.925
H -1.325 2.150 -0.714
H -3.219 0.353 0.264
H -2.393 -1.649 0.305
H -1.452 -1.177 -1.149
Zn 4.859 -0.191 -0.414
*
```

Löwdin population analysis, charges in e, atoms 1 to 5: C -0.104; N -0.130; C -0.262; S 0.593; O -0.252

---

No. 14
One molecule with the formula C12H11BrN2OS2, computed with wB97M-V/def2-TZVPD.

total energy = -109362.52663 eV
E_HOMO = -7.90 eV
strongest force on any atom = 4.4 eV Å⁻¹
structure (SMILES) = CN(C)/C=C1\SC(=S)N(c2ccc(Br)cc2)C1=O
gap between HOMO and LUMO = 7.594 eV

```
! RIJCOSX wB97M-V def2-TZVPD def2/J DEFGRID3
* xyz 0 1
O -0.124 0.762 1.476
S 0.230 0.306 -3.598
Br 2.266 6.505 -1.550
S -0.340 -1.690 -1.425
C -0.168 0.224 0.383
C 0.009 -0.046 -1.936
C -0.438 -1.241 0.279
C -0.770 -1.983 1.402
C 2.294 3.840 -0.443
C 0.430 4.338 -1.877
C 1.823 2.550 -0.289
C -0.059 3.060 -1.771
C 1.616 4.749 -1.231
C 0.600 2.111 -0.926
N 0.092 0.834 -0.825
N -1.063 -3.346 1.490
C -0.907 -4.254 0.392
C -1.556 -3.822 2.771
H -0.807 -1.459 2.349
H 3.179 4.192 0.069
H -0.086 5.080 -2.485
H 2.432 1.868 0.322
H -0.931 2.739 -2.300
H 0.029 -4.039 -0.113
H -1.713 -4.141 -0.344
H -0.890 -5.294 0.749
H -0.856 -3.620 3.590
H -1.775 -4.902 2.798
H -2.518 -3.319 3.042
*
```

Löwdin population analysis, charges in e, atoms 1 to 5: O 0.081; S 0.585; Br 0.732; S 0.979; C -0.457